No. 1
{
  "formula": "C4H2O2",
  "method": "wB97M-V/def2-TZVPD",
  "homo_energy_ev": -10.29,
  "largest_force_ev_per_a": 5.929,
  "e_lumo_ev": -1.246,
  "relative_energy_kcal_mol": 77.1,
  "species": ["O", "O", "C", "C", "C", "C", "H", "H"],
  "coordinates": [[0.207, 1.974, -0.373], [0.267, -0.220, -0.715], [-0.117, -2.340, 1.910], [-0.595, -1.723, 0.916], [0.567, 1.056, -1.008], [-0.494, -0.549, 0.304], [1.255, 1.262, -1.854], [-1.090, 0.540, 0.819]]
}



No. 2
{
  "formula": "C21H54N6O5P2",
  "method": "wB97M-V/def2-TZVPD",
  "homo_energy_ev": -8.12,
  "largest_force_ev_per_a": 0.369,
  "e_lumo_ev": -0.656,
  "smiles": "N=[PH2][C@@](CON=O)(OC=O)P(N)O.CCN(CC)CC.CCN(CC)CC.CCN(CC)CC",
  "species": ["P", "P", "O", "O", "O", "O", "O", "N", "N", "N", "N", "N", "N", "C", "C", "C", "C", "C", "C", "C", "C", "C", "C", "C", "C", "C", "C", "C", "C", "C", "C", "C", "C", "C", "H", "H", "H", "H", "H", "H", "H", "H", "H", "H", "H", "H", "H", "H", "H", "H", "H", "H", "H", "H", "H", "H", "H", "H", "H", "H", "H", "H", "H", "H", "H", "H", "H", "H", "H", "H", "H", "H", "H", "H", "H", "H", "H", "H", "H", "H", "H", "H", "H", "H", "H", "H", "H", "H"],
  "coordinates": [[-2.954, 2.393, 1.075], [-0.355, 2.144, 2.506], [-0.588, 2.377, -0.119], [-3.512, 3.303, -0.177], [-0.034, 3.589, -1.926], [-1.502, 5.092, 2.186], [-1.660, 7.242, 1.945], [-1.971, -1.380, -2.686], [-2.804, -4.095, 2.421], [5.612, 1.193, -1.232], [-0.943, 6.447, 2.369], [-1.037, 2.361, 3.899], [-3.711, 3.246, 2.307], [-4.122, -4.383, 2.965], [-1.416, -0.884, -1.443], [-0.870, 4.509, 1.058], [-1.649, -5.714, 3.904], [6.583, 3.066, 0.221], [-2.689, -2.879, 1.636], [-0.849, -3.636, -3.127], [-4.553, -3.634, 4.233], [-1.688, -4.307, 3.328], [-2.255, -0.997, -5.120], [3.348, 0.923, -2.210], [0.085, -1.059, -1.185], [-2.721, -1.532, 2.369], [-2.105, -2.824, -2.790], [6.389, 1.573, -0.064], [4.219, 1.591, -1.157], [6.253, 1.390, -2.523], [6.259, 2.807, -3.111], [-1.132, 3.008, 1.080], [-1.450, -0.706, -3.863], [0.295, 3.056, -0.917], [7.280, 1.028, -2.430], [-1.134, -4.647, -3.423], [-3.483, -2.892, 0.883], [-1.975, -1.333, -0.618], [0.359, -2.086, -0.947], [-1.664, -3.583, 4.160], [5.640, 3.612, 0.182], [2.300, 1.162, -2.023], [-0.299, 0.828, 2.018], [3.462, -0.161, -2.174], [4.078, 2.684, -1.225], [-1.262, 4.936, 0.128], [-3.718, -1.279, 2.728], [0.211, 4.716, 1.111], [1.339, 2.989, -0.571], [6.975, 3.461, -2.617], [-2.159, -2.036, -5.438], [0.374, -0.440, -0.331], [6.996, 3.196, 1.224], [-0.170, -3.724, -2.279], [-1.747, -2.948, 1.081], [-2.035, -1.518, 3.219], [-3.873, 4.222, 2.080], [5.773, 0.723, -3.242], [5.274, 3.274, -3.046], [-3.766, -3.640, 4.990], [5.904, 1.115, 0.804], [-4.846, -4.198, 2.168], [7.368, 1.094, -0.149], [7.276, 3.532, -0.478], [-1.491, 0.368, -3.657], [-4.822, -2.598, 4.034], [-1.679, -6.456, 3.104], [-0.775, -4.135, 2.750], [-3.312, -0.784, -4.956], [-0.729, -5.855, 4.472], [-0.296, -3.196, -3.958], [3.861, 1.299, -0.164], [-5.427, -4.123, 4.667], [-2.483, -5.904, 4.581], [-4.176, -5.455, 3.165], [6.529, 2.763, -4.168], [0.976, 2.604, 2.379], [-2.423, -0.737, 1.682], [-3.162, 3.193, 3.165], [-3.159, 2.967, -1.009], [-1.899, -0.372, -5.940], [-2.525, -3.177, -1.844], [0.678, -0.732, -2.041], [-1.626, 0.190, -1.393], [-1.337, 1.486, 4.316], [-2.865, -3.039, -3.545], [3.583, 1.263, -3.219], [-0.390, -0.938, -4.060]]
}



No. 3
{
  "formula": "C2H9N",
  "method": "wB97M-V/def2-TZVPD",
  "homo_energy_ev": -9.94,
  "largest_force_ev_per_a": 2.257,
  "e_lumo_ev": 1.322,
  "smiles": "CC.N",
  "relative_energy_kcal_mol": 9.7,
  "species": ["N", "C", "C", "H", "H", "H", "H", "H", "H", "H", "H", "H"],
  "coordinates": [[3.659, 4.879, 0.357], [-1.327, -2.626, 0.369], [-2.372, -2.614, -0.759], [4.329, 5.180, -0.332], [2.786, 5.348, 0.143], [-2.187, -1.703, -1.285], [-2.065, -3.308, -1.500], [-3.392, -2.709, -0.413], [3.820, 5.066, 1.331], [-1.443, -1.680, 0.921], [-0.330, -2.522, -0.026], [-1.479, -3.310, 1.193]]
}



No. 4
{
  "formula": "C30H60F3NO14",
  "method": "wB97M-V/def2-TZVPD",
  "homo_energy_ev": -8.60,
  "largest_force_ev_per_a": 3.749,
  "e_lumo_ev": 0.273,
  "smiles": "CC(=O)NCCCC[C@@]1(O)C(=O)OC[C@@H]1COC(F)(F)F.COCCOCCOC.COCCOCCOC.COCCOCCOC",
  "species": ["F", "F", "F", "O", "O", "O", "O", "O", "O", "O", "O", "O", "O", "O", "O", "O", "O", "N", "C", "C", "C", "C", "C", "C", "C", "C", "C", "C", "C", "C", "C", "C", "C", "C", "C", "C", "C", "C", "C", "C", "C", "C", "C", "C", "C", "C", "C", "C", "H", "H", "H", "H", "H", "H", "H", "H", "H", "H", "H", "H", "H", "H", "H", "H", "H", "H", "H", "H", "H", "H", "H", "H", "H", "H", "H", "H", "H", "H", "H", "H", "H", "H", "H", "H", "H", "H", "H", "H", "H", "H", "H", "H", "H", "H", "H", "H", "H", "H", "H", "H", "H", "H", "H", "H", "H", "H", "H", "H"],
  "coordinates": [[-1.105, -3.080, -3.266], [-0.032, -3.541, -1.523], [-2.140, -3.959, -1.642], [-1.486, -1.873, -1.541], [-2.418, 4.106, -0.428], [5.866, -2.931, -0.077], [1.852, -1.267, -1.672], [-1.938, 5.081, 2.468], [1.394, -1.647, 0.515], [9.586, -6.379, -0.344], [-8.024, 4.003, 1.010], [-8.768, 1.118, 0.158], [0.016, 0.512, -1.856], [-10.650, 2.722, 1.934], [7.407, -5.802, -2.424], [10.106, -7.078, -3.262], [-4.240, 6.211, 0.782], [4.458, -1.209, -0.330], [1.139, 1.389, 0.113], [-1.180, -3.097, -1.965], [11.302, -6.544, -3.788], [0.346, 0.215, -0.526], [-10.159, 1.304, -0.057], [-3.093, 2.986, -0.965], [-1.468, -1.732, -0.111], [-8.133, 5.237, 0.327], [2.630, 1.498, -0.288], [9.312, -5.171, -1.048], [9.363, -7.618, -0.997], [-8.555, 4.013, 2.324], [5.054, -2.220, 0.429], [3.612, 0.875, 0.757], [10.294, -7.942, -2.152], [7.857, -4.922, -1.401], [-0.680, -0.492, 0.408], [-4.256, 5.144, 1.724], [-3.283, 5.265, 2.882], [-3.076, 6.417, -0.002], [-1.029, 6.022, 3.001], [-10.666, 2.614, 0.518], [1.330, -0.998, -0.681], [6.143, -6.377, -2.176], [-2.771, 5.343, -1.029], [0.378, -1.119, 1.362], [4.812, 0.156, 0.090], [-8.428, -0.156, 0.665], [4.658, -2.475, 1.868], [-9.399, 2.782, 2.604], [-9.085, 5.736, 0.534], [-10.737, 0.476, 0.368], [-0.701, 5.719, 4.000], [11.331, -7.908, -1.799], [-7.708, 4.014, 3.023], [9.617, -4.374, -0.365], [1.092, 1.406, 1.204], [5.006, 0.724, -0.825], [-0.288, 1.420, -1.976], [-4.139, 3.212, -1.191], [4.057, 1.703, 1.320], [5.343, -5.698, -2.488], [3.624, -2.212, 2.096], [12.014, -6.281, -2.999], [-3.419, 6.235, 3.372], [2.865, 2.567, -0.281], [-3.632, 5.225, -1.695], [10.092, -8.965, -2.491], [-11.719, 2.699, 0.236], [-3.260, 7.342, -0.554], [-2.510, -1.588, 0.195], [11.765, -7.252, -4.483], [-1.922, 5.670, -1.641], [5.714, 0.211, 0.708], [-4.157, 4.184, 1.216], [6.074, -7.294, -2.764], [-3.513, 4.475, 3.608], [11.047, -5.633, -4.331], [-9.651, 2.800, 3.668], [7.244, -5.008, -0.501], [-1.375, 0.194, 0.894], [0.813, -0.416, 2.081], [6.015, -6.640, -1.121], [-7.300, 5.895, 0.594], [5.369, -1.975, 2.532], [-5.265, 5.158, 2.146], [-1.157, -2.645, 0.396], [-9.153, 4.912, 2.507], [-2.580, 2.635, -1.867], [-10.165, 3.468, 0.058], [4.715, -1.396, -1.292], [2.842, 1.142, -1.298], [-9.153, -0.508, 1.405], [0.648, 2.311, -0.226], [4.764, -3.547, 2.036], [-10.329, 1.306, -1.140], [-8.348, -0.883, -0.149], [-7.458, -0.069, 1.157], [7.764, -3.901, -1.783], [8.317, -7.719, -1.293], [-0.161, 6.056, 2.342], [-8.830, 1.865, 2.443], [-1.462, 7.027, 3.041], [-8.087, 5.031, -0.743], [-3.072, 2.195, -0.214], [9.532, -8.380, -0.231], [9.957, -5.082, -1.924], [-2.210, 6.616, 0.631], [3.082, 0.205, 1.437], [-0.095, -1.843, 2.031]]
}